Molecular formula: C10H20AuClIO3P
Method: DFT, ωB97M-V/def2-TZVPD

Cartesian coordinates (Å):
C (-0.73, 2.61, 0.57)
C (-1.83, 2.09, 1.41)
H (-1.13, 2.92, -0.41)
H (-0.06, 1.83, 0.26)
H (-0.35, 3.51, 0.96)
O (-2.51, 3.08, 1.87)
I (-1.25, 0.50, 2.50)
Au (0.37, -0.75, -2.07)
P (0.82, -2.78, -3.38)
C (-0.68, -3.79, -3.31)
C (1.17, -2.52, -5.14)
H (3.09, -3.35, -2.79)
H (2.15, -4.80, -3.23)
H (1.92, -4.03, -1.64)
C (2.12, -3.84, -2.70)
H (2.17, -2.09, -5.25)
H (1.10, -3.46, -5.69)
H (-0.67, -4.53, -4.12)
H (-1.56, -3.15, -3.41)
H (0.44, -1.81, -5.55)
H (-0.73, -4.31, -2.35)
C (-1.48, -0.47, -1.68)
O (-2.59, -0.31, -1.40)
Cl (2.56, -0.67, -2.84)
C (0.55, 2.08, 3.94)
C (-0.60, 2.51, 4.51)
C (-1.43, 3.23, 3.63)
O (-0.67, 2.71, 2.59)
C (0.70, 2.51, 2.63)
H (1.34, 2.62, 4.44)
H (0.58, 1.00, 4.01)
H (-0.30, 3.28, 5.21)
H (-1.12, 1.65, 4.94)
H (-2.36, 2.71, 3.76)
H (-1.65, 4.20, 3.97)
H (1.39, 3.31, 2.61)
H (1.15, 1.74, 2.06)

The charge is +2. The calculation puts the HOMO energy (alpha / beta) at -14.82 / -16.00 eV. The multiplicity is 3. The calculation puts the LUMO energy (alpha / beta) at -7.08 / -9.97 eV. The orbital gap (alpha / beta) comes out at 7.739 / 6.033 eV. The value obtained for the total energy is -1852.5897 Ha. For the molecular weight, the calculation gives 578.57 g/mol. The energy above the lowest of the compared OMol25 structures with the same formula, charge and spin comes out at 1100.9 kJ/mol.

=====

Molecular formula: C23H44Cl3MgN8O2Si
Method: DFT, ωB97M-V/def2-TZVPD

Cartesian coordinates (Å):
Mg (-0.39, -1.67, -0.03)
N (0.82, -1.23, 5.18)
C (0.08, -1.65, 3.92)
C (-0.26, -0.41, 3.10)
C (0.88, 0.12, 2.20)
N (0.46, 0.08, 0.80)
C (2.17, -0.70, 2.35)
C (1.94, -2.20, 2.18)
N (1.52, -2.44, 0.78)
C (0.89, -2.72, 3.18)
H (0.25, -0.61, 5.75)
H (1.69, -0.76, 4.94)
H (1.05, -2.06, 5.73)
H (-0.85, -2.11, 4.24)
H (-0.63, 0.38, 3.76)
H (-1.10, -0.68, 2.45)
H (1.11, 1.15, 2.50)
H (1.22, 0.38, 0.20)
H (-0.30, 0.80, 0.62)
H (2.66, -0.49, 3.31)
H (2.88, -0.36, 1.59)
H (2.88, -2.72, 2.38)
H (1.42, -3.44, 0.60)
H (2.24, -2.11, 0.14)
H (1.37, -3.37, 3.92)
H (0.18, -3.35, 2.65)
O (-0.06, -2.17, -1.77)
N (0.57, -0.94, -1.86)
C (-5.22, -0.04, -0.53)
C (-4.02, -0.20, -1.45)
N (-2.84, 0.30, -0.76)
C (-2.89, 1.50, -0.06)
N (-1.77, 2.05, 0.26)
C (-1.77, 3.30, 1.00)
C (-2.97, 3.40, 1.94)
C (-4.22, 3.19, 1.10)
N (-4.12, 1.96, 0.33)
C (-5.36, 1.44, -0.22)
H (-5.04, -0.59, 0.39)
H (-6.13, -0.41, -1.00)
H (-4.20, 0.34, -2.39)
H (-3.86, -1.25, -1.69)
H (-1.99, 0.21, -1.31)
H (-1.78, 4.15, 0.31)
H (-0.83, 3.36, 1.56)
H (-3.01, 4.36, 2.44)
H (-2.91, 2.61, 2.70)
H (-4.36, 4.05, 0.44)
H (-5.10, 3.11, 1.74)
H (-5.64, 1.99, -1.13)
H (-6.15, 1.60, 0.51)
C (4.20, 2.98, -2.38)
N (3.11, 2.34, -1.66)
C (3.56, 1.71, -0.44)
C (2.15, 1.56, -2.44)
C (2.58, 0.14, -2.82)
C (3.77, -0.02, -3.52)
C (4.27, -1.27, -3.85)
C (3.58, -2.40, -3.47)
C (2.36, -2.27, -2.82)
C (1.84, -1.01, -2.52)
H (4.50, 3.88, -1.84)
H (3.85, 3.28, -3.37)
H (5.09, 2.34, -2.50)
H (4.35, 2.30, 0.01)
H (3.94, 0.68, -0.59)
H (2.73, 1.68, 0.27)
H (1.96, 2.13, -3.35)
H (1.22, 1.53, -1.87)
H (4.32, 0.86, -3.82)
H (5.19, -1.35, -4.41)
H (3.95, -3.39, -3.72)
H (1.77, -3.13, -2.57)
C (-0.66, -0.47, -3.85)
O (-0.31, -0.03, -2.53)
H (0.22, -0.48, -4.50)
H (-1.38, 0.25, -4.22)
H (-1.09, -1.47, -3.80)
Cl (-0.84, -4.91, 0.59)
Si (-2.15, -3.25, 0.64)
Cl (-3.80, -3.96, -0.34)
Cl (-2.79, -3.39, 2.69)

The charge is +1. The calculation puts the HOMO energy at -10.21 eV. The calculation puts the LUMO energy at -3.38 eV. The orbital gap comes out at 6.837 eV. The value obtained for the total energy is -3361.4248 Ha. For the molecular weight, the calculation gives 623.41 g/mol. The energy above the lowest of the compared OMol25 structures with the same formula, charge and spin comes out at 587.7 kJ/mol.

=====

- Among the records above, which one has the highest charge?
  C10H20AuClIO3P

=====

- Among the records above, which one has the highest charge?
  C10H20AuClIO3P

=====

- Which formula does entry 1 have?
  C10H20AuClIO3P

=====

- Among the records above, which one has the lowest charge?
  C23H44Cl3MgN8O2Si